Entry 1:
Here is a 16-piece molecular cluster, C92H219N15O16 overall in a non-equilibrium geometry from the Open Molecules 2025 dataset. Energies are from ωB97M-V/def2-TZVPD.

LUMO energy in eV: 0.43
M in g mol⁻¹: 1791.853
Multiplicity: 1

Element x y z (Å)
C (1.47, -6.05, -1.78)
C (0.48, -7.03, -1.11)
O (-0.19, -6.46, 0.03)
H (2.24, -5.73, -0.98)
H (0.97, -5.19, -2.18)
H (1.93, -6.61, -2.58)
H (1.00, -7.92, -0.61)
H (-0.25, -7.41, -1.84)
H (-0.82, -5.77, -0.23)
C (-2.69, 7.60, 2.57)
C (-3.43, 6.70, 3.48)
C (-2.51, 5.57, 4.11)
O (-1.77, 4.92, 3.11)
C (-0.90, 3.94, 3.68)
N (-3.91, 7.41, 4.67)
H (-3.29, 8.40, 2.14)
H (-2.28, 7.07, 1.68)
H (-1.84, 8.14, 3.03)
H (-4.23, 6.23, 2.97)
H (-3.20, 4.89, 4.68)
H (-1.84, 6.08, 4.84)
H (-1.42, 3.32, 4.36)
H (-0.07, 4.42, 4.24)
H (-0.35, 3.31, 2.94)
H (-4.86, 7.76, 4.54)
H (-3.40, 8.30, 4.72)
C (-5.43, 5.29, -1.27)
C (-4.06, 5.12, -0.60)
C (-4.27, 4.12, 0.56)
O (-5.16, 4.62, 1.44)
C (-5.58, 3.73, 2.43)
N (-3.04, 4.62, -1.46)
H (-6.14, 5.73, -0.60)
H (-5.87, 4.35, -1.61)
H (-5.29, 5.91, -2.17)
H (-3.81, 6.05, -0.07)
H (-3.23, 3.93, 0.93)
H (-4.54, 3.11, 0.25)
H (-6.02, 2.78, 2.12)
H (-6.26, 4.27, 3.03)
H (-4.69, 3.59, 3.08)
H (-2.95, 5.22, -2.33)
H (-3.34, 3.80, -1.99)
C (4.23, -4.41, -3.42)
C (3.88, -2.95, -3.47)
C (4.93, -2.04, -2.88)
O (6.16, -2.40, -3.52)
C (7.14, -1.38, -3.25)
N (3.58, -2.52, -4.88)
H (4.49, -4.70, -2.42)
H (4.97, -4.72, -4.13)
H (3.24, -4.81, -3.67)
H (2.97, -2.74, -2.95)
H (5.01, -2.18, -1.80)
H (4.56, -1.01, -3.07)
H (6.82, -0.52, -3.88)
H (8.09, -1.83, -3.51)
H (7.14, -1.15, -2.15)
H (2.90, -3.20, -5.24)
H (4.51, -2.57, -5.35)
C (2.90, -6.51, 5.11)
C (1.83, -6.96, 4.09)
C (0.73, -5.93, 3.90)
O (0.09, -5.55, 5.14)
C (-0.91, -6.52, 5.62)
N (2.58, -7.18, 2.77)
H (2.56, -6.50, 6.13)
H (3.39, -5.56, 4.90)
H (3.72, -7.22, 5.13)
H (1.39, -7.96, 4.42)
H (0.00, -6.14, 3.06)
H (1.26, -4.98, 3.60)
H (-0.39, -7.35, 6.08)
H (-1.66, -6.77, 4.83)
H (-1.42, -5.99, 6.47)
H (2.01, -6.90, 2.04)
H (3.32, -6.51, 2.76)
C (1.47, 7.77, -0.10)
C (0.54, 7.02, -1.02)
C (0.33, 5.62, -0.46)
O (1.54, 4.96, -0.38)
C (1.30, 3.79, 0.44)
N (-0.66, 7.79, -1.16)
H (0.84, 8.17, 0.65)
H (2.09, 8.46, -0.64)
H (2.21, 7.13, 0.40)
H (1.11, 6.80, -1.93)
H (-0.45, 5.03, -1.03)
H (-0.23, 5.71, 0.45)
H (2.10, 3.15, 0.14)
H (0.42, 3.32, 0.14)
H (1.38, 4.07, 1.46)
H (-1.10, 8.03, -0.31)
H (-1.39, 7.43, -1.74)
C (-3.71, -6.45, -0.10)
C (-3.39, -5.10, 0.52)
C (-2.95, -5.26, 1.96)
O (-2.59, -3.99, 2.40)
C (-2.60, -3.84, 3.84)
N (-2.31, -4.47, -0.23)
H (-4.55, -6.90, 0.39)
H (-2.77, -7.02, -0.05)
H (-4.01, -6.31, -1.16)
H (-4.27, -4.47, 0.60)
H (-2.15, -5.99, 1.97)
H (-3.72, -5.68, 2.57)
H (-1.57, -3.83, 4.13)
H (-3.03, -4.72, 4.28)
H (-3.06, -2.90, 4.03)
H (-1.95, -3.60, 0.08)
H (-2.52, -4.38, -1.15)
C (-0.37, 6.25, -4.16)
C (-1.60, 5.79, -4.90)
C (-1.64, 4.23, -5.12)
O (-0.80, 3.93, -6.22)
C (-1.05, 2.59, -6.65)
N (-2.75, 6.17, -4.17)
H (-0.26, 5.73, -3.22)
H (-0.48, 7.30, -3.83)
H (0.60, 6.15, -4.71)
H (-1.67, 6.24, -5.88)
H (-2.68, 3.97, -5.48)
H (-1.37, 3.72, -4.20)
H (-2.17, 2.51, -6.79)
H (-0.68, 1.79, -5.92)
H (-0.53, 2.53, -7.62)
H (-2.89, 7.17, -4.18)
H (-3.54, 5.83, -4.80)
C (5.88, 2.90, 4.28)
C (4.84, 3.19, 3.26)
C (3.43, 2.90, 3.65)
O (3.27, 1.50, 3.81)
C (1.90, 1.07, 3.86)
N (5.05, 4.56, 2.76)
H (5.64, 1.88, 4.75)
H (5.96, 3.62, 5.14)
H (6.87, 2.74, 3.79)
H (4.97, 2.39, 2.48)
H (2.78, 3.33, 2.82)
H (3.21, 3.37, 4.63)
H (1.34, 1.34, 2.95)
H (1.40, 1.58, 4.68)
H (1.89, -0.01, 4.01)
H (4.34, 4.91, 2.05)
H (5.90, 4.55, 2.14)
C (4.81, -0.58, 8.28)
C (3.60, -0.59, 7.25)
C (2.79, -1.87, 7.52)
O (1.90, -2.15, 6.46)
C (1.02, -3.18, 6.82)
N (2.81, 0.63, 7.39)
H (4.63, -0.94, 9.28)
H (5.17, 0.47, 8.28)
H (5.57, -1.21, 7.86)
H (4.04, -0.62, 6.24)
H (2.09, -1.81, 8.38)
H (3.39, -2.81, 7.67)
H (1.63, -4.07, 7.11)
H (0.38, -3.41, 5.97)
H (0.54, -2.80, 7.69)
H (2.47, 0.83, 8.33)
H (2.10, 0.57, 6.72)
C (-2.53, 2.14, 8.72)
C (-2.15, 2.61, 7.33)
C (-0.77, 2.01, 6.92)
C (-0.84, 0.55, 6.62)
C (-1.89, 0.35, 5.55)
C (-3.25, 0.76, 6.03)
N (-3.12, 2.19, 6.30)
O (-4.33, 2.66, 6.75)
C (-4.21, 0.62, 4.88)
C (-3.98, -0.07, 7.17)
C (-2.10, 4.12, 7.19)
H (-1.84, 2.63, 9.49)
H (-2.44, 1.06, 8.91)
H (-3.56, 2.39, 8.84)
H (-0.39, 2.58, 6.10)
H (-0.17, 2.22, 7.79)
H (-1.15, -0.03, 7.48)
H (0.11, 0.13, 6.29)
H (-1.81, -0.63, 5.10)
H (-1.58, 1.06, 4.77)
H (-3.62, 0.98, 3.99)
H (-4.39, -0.48, 4.70)
H (-5.13, 1.11, 5.08)
H (-3.38, -0.15, 8.07)
H (-4.89, 0.51, 7.54)
H (-4.29, -1.02, 6.82)
H (-1.54, 4.55, 7.99)
H (-3.16, 4.54, 7.14)
H (-1.56, 4.40, 6.30)
H (-4.62, 3.24, 6.07)
C (3.29, 1.40, -2.25)
C (3.13, 2.10, -3.56)
C (4.06, 3.31, -3.63)
C (4.21, 3.89, -5.09)
C (4.67, 2.71, -5.98)
C (3.71, 1.51, -6.03)
N (3.51, 1.14, -4.59)
O (2.54, 0.10, -4.54)
C (2.38, 1.85, -6.75)
C (4.31, 0.33, -6.85)
C (1.63, 2.63, -3.68)
H (2.69, 0.51, -2.08)
H (2.98, 2.15, -1.54)
H (4.36, 1.19, -2.08)
H (3.68, 4.02, -2.90)
H (5.07, 3.04, -3.33)
H (4.81, 4.78, -5.05)
H (3.26, 4.26, -5.49)
H (5.63, 2.38, -5.59)
H (4.77, 2.94, -7.08)
H (1.90, 2.69, -6.19)
H (2.59, 2.21, -7.73)
H (1.72, 0.99, -6.81)
H (4.45, 0.79, -7.83)
H (5.21, 0.02, -6.40)
H (3.60, -0.51, -7.06)
H (1.00, 1.75, -4.04)
H (1.40, 3.40, -4.44)
H (1.41, 2.89, -2.63)
H (3.06, -0.74, -4.56)
C (7.78, -3.06, 2.69)
C (7.03, -3.12, 1.30)
C (5.74, -4.00, 1.35)
C (4.60, -3.38, 2.17)
C (4.28, -1.91, 1.75)
C (5.55, -1.02, 1.53)
N (6.60, -1.76, 0.88)
O (7.71, -0.90, 0.80)
C (5.13, 0.13, 0.53)
C (5.88, -0.37, 2.91)
C (7.97, -3.69, 0.25)
H (7.08, -3.20, 3.55)
H (8.37, -2.14, 2.74)
H (8.51, -3.84, 2.71)
H (5.33, -4.27, 0.33)
H (5.96, -4.98, 1.79)
H (4.93, -3.55, 3.19)
H (3.64, -3.90, 1.98)
H (3.48, -1.56, 2.41)
H (3.80, -2.02, 0.76)
H (4.91, -0.33, -0.46)
H (4.28, 0.64, 1.00)
H (5.98, 0.81, 0.40)
H (6.14, -1.16, 3.63)
H (6.77, 0.28, 2.95)
H (4.97, 0.02, 3.27)
H (7.51, -3.69, -0.70)
H (8.24, -4.74, 0.52)
H (8.88, -3.07, 0.16)
H (7.86, -0.82, -0.16)
C (1.09, -2.82, -0.13)
C (0.32, -1.51, -0.23)
C (-0.14, -1.38, -1.70)
C (-1.16, -0.30, -1.86)
C (-2.34, -0.53, -0.84)
C (-1.91, -0.62, 0.59)
N (-0.87, -1.69, 0.65)
O (-0.44, -1.93, 1.97)
C (-1.42, 0.77, 1.18)
C (-3.20, -0.98, 1.39)
C (1.25, -0.34, 0.31)
H (1.63, -2.80, -1.09)
H (0.36, -3.68, -0.13)
H (1.88, -2.82, 0.63)
H (0.77, -1.23, -2.32)
H (-0.58, -2.37, -1.97)
H (-1.61, -0.30, -2.86)
H (-0.77, 0.74, -1.71)
H (-2.79, -1.45, -1.25)
H (-3.11, 0.26, -1.00)
H (-0.86, 1.54, 0.64)
H (-2.42, 1.26, 1.40)
H (-0.86, 0.61, 2.12)
H (-4.04, -0.31, 1.09)
H (-3.55, -1.97, 1.11)
H (-3.06, -0.91, 2.44)
H (2.26, -0.58, 0.05)
H (1.24, -0.36, 1.44)
H (1.12, 0.61, -0.11)
H (-1.06, -2.68, 2.19)
C (0.70, -1.84, -7.64)
C (-0.48, -2.18, -6.73)
C (-1.80, -1.86, -7.48)
C (-2.98, -2.34, -6.64)
C (-2.81, -3.80, -6.19)
C (-1.43, -4.21, -5.59)
N (-0.43, -3.68, -6.47)
O (0.83, -4.07, -5.87)
C (-1.24, -3.85, -4.07)
C (-1.31, -5.76, -5.67)
C (-0.43, -1.25, -5.52)
H (0.64, -0.85, -8.02)
H (0.73, -2.52, -8.48)
H (1.61, -1.88, -6.99)
H (-1.94, -0.77, -7.55)
H (-1.75, -2.29, -8.51)
H (-3.87, -2.31, -7.27)
H (-3.17, -1.71, -5.77)
H (-2.88, -4.41, -7.10)
H (-3.59, -4.09, -5.51)
H (-1.77, -2.97, -3.67)
H (-1.56, -4.81, -3.60)
H (-0.17, -3.76, -3.83)
H (-0.61, -6.17, -4.92)
H (-2.32, -6.14, -5.52)
H (-1.05, -6.00, -6.68)
H (-0.46, -0.21, -5.82)
H (0.54, -1.41, -4.98)
H (-1.22, -1.37, -4.76)
H (1.23, -4.36, -6.70)
C (-5.75, 0.55, -5.42)
C (-6.69, 0.76, -4.24)
C (-8.12, 0.32, -4.48)
C (-8.25, -1.24, -4.36)
C (-7.62, -1.79, -3.08)
C (-6.14, -1.37, -2.88)
N (-6.21, 0.10, -3.02)
O (-4.96, 0.55, -2.63)
C (-5.75, -1.68, -1.40)
C (-5.15, -2.03, -3.83)
C (-6.75, 2.28, -3.93)
H (-4.80, 0.35, -4.98)
H (-5.66, 1.41, -6.04)
H (-5.91, -0.32, -6.09)
H (-8.68, 0.63, -3.62)
H (-8.54, 0.75, -5.42)
H (-7.70, -1.67, -5.22)
H (-9.32, -1.51, -4.41)
H (-7.73, -2.91, -3.09)
H (-8.31, -1.42, -2.31)
H (-4.70, -1.66, -1.20)
H (-6.39, -1.12, -0.74)
H (-6.06, -2.70, -1.13)
H (-5.52, -2.28, -4.86)
H (-4.31, -1.35, -3.84)
H (-4.80, -3.00, -3.45)
H (-7.25, 2.36, -2.97)
H (-7.38, 2.83, -4.65)
H (-5.78, 2.77, -3.94)
H (-5.07, 0.94, -1.77)

Entry 2:
Here is a 2-piece molecular cluster, C2H5F2N3 overall in a non-equilibrium geometry from the Open Molecules 2025 dataset. Energies are from ωB97M-V/def2-TZVPD.

Relative energy (zero: lowest compared OMol25 entry of this formula, charge and spin) in kJ/mol: 17.3
LUMO energy (alpha / beta) in eV: -10.39 / -12.42
M in g mol⁻¹: 109.079
Charge: +2
Multiplicity: 3
⟨S²⟩: 2.015

Element x y z (Å)
C (1.71, 0.27, -0.05)
C (-0.48, -0.75, -0.17)
N (2.49, 1.26, 0.20)
N (-3.55, -1.02, 0.14)
N (0.30, 0.28, -0.12)
F (2.20, -0.91, -0.11)
F (-0.07, -1.90, 0.09)
H (2.30, 2.30, 0.15)
H (3.54, 1.29, 0.04)
H (-4.17, -1.83, 0.31)
H (-3.96, -0.14, -0.17)
H (-0.30, 1.15, -0.32)